A gas-phase ion, C6H16NO (charge +1) at a distorted geometry, computed with wB97M-V/def2-TZVPD.

XYZ file:
```
24
Properties=species:S:1:pos:R:3:lowdin_charge:R:1
C 1.347 -0.539 -2.306 -0.227
O -0.033 -0.925 -2.360 -0.077
C 1.934 -0.196 -0.946 -0.162
C 1.231 -0.766 0.291 -0.186
C 0.644 0.315 1.199 -0.197
C -0.434 1.158 0.514 -0.175
C -1.773 0.459 0.341 -0.127
N -2.417 0.184 1.689 0.203
H 1.905 -1.347 -2.775 0.118
H 1.411 0.279 -2.985 0.112
H -0.255 -1.498 -1.618 0.047
H 1.961 0.891 -0.812 0.108
H 2.999 -0.417 -0.956 0.120
H 0.423 -1.447 -0.004 0.093
H 1.893 -1.383 0.875 0.114
H 0.302 -0.108 2.147 0.105
H 1.437 0.979 1.555 0.125
H -0.591 2.084 1.069 0.125
H -0.126 1.424 -0.468 0.109
H -2.449 1.127 -0.191 0.140
H -1.685 -0.475 -0.199 0.117
H -2.248 0.980 2.297 0.171
H -2.081 -0.695 2.098 0.172
H -3.395 -0.082 1.547 0.175
```

Values from the calculation:
Total charge: +1
SMILES string: [NH3+]CCCCCCO
Energy above the lowest of the compared OMol25 structures with the same formula, charge and spin (kcal per mole): 29.9
E_tot (eV): -10012.0152
LUMO energy (eV): -3.78

A molecular structure, C3H2CsO3 at a distorted geometry, computed with wB97M-V/def2-TZVPD.

XYZ file:
```
9
Properties=species:S:1:pos:R:3:lowdin_charge:R:1
C -2.032 0.860 -0.639 0.146
C -0.874 0.973 -0.284 -0.211
O 0.385 0.664 -0.190 0.045
C 0.849 -0.717 -0.102 -0.530
O 0.198 -1.612 -0.751 0.201
O 1.700 -0.913 0.724 0.104
H -3.108 0.916 -0.599 0.051
Cs 3.448 1.065 3.193 0.989
H -0.567 -1.237 -1.353 0.204
```

Values from the calculation:
Total charge: +1
Energy above the lowest of the compared OMol25 structures with the same formula, charge and spin (kcal per mole): 53.1
E_tot (eV): -9825.7027
LUMO energy (eV): -3.72

A single C4H8N2O molecule at a distorted geometry, computed with wB97M-V/def2-TZVPD.

XYZ file:
```
15
Properties=species:S:1:pos:R:3:lowdin_charge:R:1
C -0.480 1.669 0.418 -0.081
C 0.432 -1.489 0.520 -0.332
C -0.357 -0.787 -0.341 -0.348
N 1.480 -0.021 0.649 0.119
N -1.095 -1.295 -1.432 0.065
C 0.199 0.576 -0.376 -0.199
O 0.559 -2.461 1.219 0.045
H 1.564 0.150 1.650 0.109
H 2.348 0.170 0.161 0.102
H -1.121 -2.307 -1.433 0.084
H -2.042 -0.937 -1.476 0.071
H 0.504 0.896 -1.381 0.132
H -1.415 1.939 -0.080 0.081
H -0.721 1.334 1.427 0.081
H 0.145 2.562 0.475 0.073
```

Values from the calculation:
Total charge: 0
SMILES string: C[C@H]1[NH2+]C([O-])=C1N
Energy above the lowest of the compared OMol25 structures with the same formula, charge and spin (kcal per mole): 83.6
E_tot (eV): -9302.7665
LUMO energy (eV): 0.80

2 unconnected molecules or ions with the total composition C2H6N3S2 at a distorted geometry, computed with wB97M-V/def2-TZVPD.

XYZ file:
```
13
Properties=species:S:1:pos:R:3:lowdin_charge:R:1
C 2.736 2.217 -2.394 -0.393
C 1.553 0.107 -0.471 -0.583
N 0.413 0.511 -0.456 0.012
N 1.674 2.878 -2.543 -0.518
N -1.668 -0.660 0.687 0.074
S 0.344 3.557 -2.756 1.028
S 2.934 0.646 -1.537 0.986
H -2.369 -0.001 0.414 0.069
H 3.630 2.457 -2.806 0.061
H 2.001 -0.711 -0.072 0.017
H -1.550 -0.740 1.680 0.075
H -0.530 -0.105 0.105 0.052
H -2.213 -1.556 0.536 0.120
```

Values from the calculation:
Total charge: +1
Energy above the lowest of the compared OMol25 structures with the same formula, charge and spin (kcal per mole): 102.4
E_tot (eV): -28301.1717
LUMO energy (eV): -6.86

2 unconnected molecules or ions with the total composition C42H35N3O5S2 at a distorted geometry, computed with wB97M-V/def2-TZVPD.

XYZ file:
```
87
Properties=species:S:1:pos:R:3:lowdin_charge:R:1
C 1.720 -3.334 4.001 -0.073
C 2.162 -2.648 2.870 -0.061
C 2.203 -1.257 2.869 -0.070
C 1.760 -0.564 3.992 -0.287
S 1.658 1.232 3.921 0.709
C -0.086 1.595 3.613 -0.363
C -0.591 2.738 4.123 0.086
S -1.037 0.659 2.423 0.696
C -2.223 -0.303 3.336 -0.273
C -2.166 -1.700 3.341 -0.039
C -3.104 -2.398 4.106 -0.064
C -4.022 -1.704 4.895 -0.070
C -4.073 -0.307 4.866 -0.062
C -3.204 0.398 4.035 -0.060
O -1.830 1.601 1.652 -0.299
O -0.163 -0.276 1.744 -0.297
O 1.947 1.709 5.253 -0.302
O 2.430 1.693 2.784 -0.293
C 1.399 -1.235 5.161 -0.052
C 1.367 -2.631 5.156 -0.072
H 1.654 -4.421 3.988 0.107
H 2.469 -3.179 1.971 0.112
H 2.564 -0.702 2.004 0.118
H -1.616 3.013 3.899 0.078
H 0.004 3.312 4.835 0.092
H -1.385 -2.214 2.781 0.117
H -3.097 -3.485 4.091 0.109
H -4.701 -2.251 5.545 0.107
H -4.774 0.249 5.489 0.110
H -3.256 1.481 3.947 0.106
H 1.126 -0.666 6.048 0.118
H 1.060 -3.163 6.059 0.109
C 0.900 2.106 0.119 -0.035
O 0.929 2.919 -1.058 -0.125
C 0.262 2.624 -2.174 -0.214
C -0.402 1.327 -2.377 -0.202
C -1.808 1.239 -2.362 -0.013
C -2.426 0.034 -2.698 -0.071
C -1.656 -1.068 -3.089 -0.094
C -0.266 -1.019 -2.974 -0.092
C 0.358 0.154 -2.546 -0.053
C 0.323 3.605 -3.162 -0.104
N -0.357 3.594 -4.344 -0.021
C -0.886 2.572 -5.154 -0.205
C -2.056 2.877 -5.858 -0.025
C -2.548 1.957 -6.783 -0.087
C -1.886 0.737 -6.981 -0.099
C -0.752 0.418 -6.218 -0.083
C -0.203 1.374 -5.366 -0.025
N -0.429 4.846 -4.895 0.178
C 0.229 5.636 -4.077 -0.210
C 0.432 7.050 -4.350 -0.150
C 1.584 7.770 -3.961 -0.025
C 1.737 9.107 -4.327 -0.079
C 0.738 9.756 -5.064 -0.089
C -0.411 9.049 -5.457 -0.083
C -0.558 7.707 -5.115 -0.028
N 0.703 4.937 -2.973 0.106
C 1.359 5.488 -1.842 -0.233
C 2.568 4.951 -1.422 -0.021
C 3.217 5.508 -0.316 -0.069
C 2.632 6.578 0.372 -0.094
C 1.407 7.096 -0.054 -0.079
C 0.755 6.541 -1.162 -0.019
H 1.558 2.586 0.849 0.081
H -0.123 2.093 0.508 0.059
H 1.251 1.088 -0.098 0.088
H -2.379 2.125 -2.071 0.127
H -3.516 -0.042 -2.684 0.104
H -2.139 -1.973 -3.463 0.102
H 0.345 -1.887 -3.234 0.105
H 1.441 0.224 -2.424 0.125
H -2.562 3.826 -5.660 0.109
H -3.448 2.200 -7.353 0.100
H -2.250 0.025 -7.732 0.098
H -0.290 -0.570 -6.299 0.106
H 0.717 1.187 -4.819 0.111
H 2.346 7.281 -3.356 0.111
H 2.636 9.651 -4.031 0.104
H 0.851 10.810 -5.336 0.101
H -1.196 9.551 -6.027 0.103
H -1.444 7.145 -5.410 0.110
H 3.008 4.104 -1.950 0.129
H 4.174 5.093 -0.001 0.106
H 3.149 7.024 1.223 0.100
H 0.949 7.941 0.461 0.102
H -0.209 6.933 -1.501 0.127
```

Values from the calculation:
Total charge: 0
SMILES string: CO/C(=C1/N(c2ccccc2)N=C(c2ccccc2)N1c1ccccc1)c1ccccc1.C=C(S(=O)(=O)c1ccccc1)S(=O)(=O)c1ccccc1
E_tot (eV): -80495.8596
LUMO energy (eV): -0.62

2 unconnected molecules or ions with the total composition C4H12N2 at a distorted geometry, computed with wB97M-V/def2-TZVPD.

XYZ file:
```
18
Properties=species:S:1:pos:R:3:lowdin_charge:R:1
C -0.045 0.325 -0.743 0.244
C 1.141 -0.166 -0.022 -0.129
C 0.297 -0.604 1.154 -0.253
C -0.507 -1.622 1.062 0.192
N 0.829 -0.151 2.571 0.279
N -1.237 1.367 -2.722 0.027
H -0.506 -0.278 -1.500 0.092
H -0.539 1.290 -0.646 0.109
H 1.811 -0.927 -0.737 0.228
H 1.957 0.440 0.327 0.126
H -0.950 -2.284 1.845 0.147
H -0.738 -1.933 0.068 0.106
H 0.481 0.823 2.747 0.203
H 1.838 -0.224 2.532 0.170
H 0.351 -0.794 3.269 0.207
H -1.196 2.419 -2.714 0.092
H -0.762 1.143 -3.634 0.093
H -2.226 1.176 -2.858 0.068
```

Values from the calculation:
Total charge: +2
Energy above the lowest of the compared OMol25 structures with the same formula, charge and spin (kcal per mole): 108.5
E_tot (eV): -7301.0268
LUMO energy (eV): -10.35